No. 1
C36H84FN15O3P3Ti | the ωB97M-V functional and the def2-TZVPD basis

```
143
Properties=species:S:1:pos:R:3
Ti -0.963 2.761 -0.203
F -0.932 0.740 0.932
O 0.992 2.380 -1.257
P 2.185 1.942 -2.028
N 2.055 2.212 -3.714
C 1.922 3.615 -4.083
C 1.204 1.256 -4.465
N 2.631 0.260 -1.866
C 3.461 -0.411 -2.815
C 1.884 -0.587 -0.908
N 3.560 2.881 -1.572
C 3.348 4.304 -1.111
C 4.959 2.519 -1.830
H 2.818 4.233 -4.125
H 1.223 4.101 -3.402
H 1.584 3.644 -5.119
H 1.353 1.427 -5.532
H 0.137 1.399 -4.289
H 1.352 0.208 -4.207
H 4.299 -0.881 -2.302
H 2.869 -1.081 -3.440
H 3.881 0.298 -3.528
H 2.347 -1.561 -0.751
H 1.888 -0.003 0.013
H 0.871 -0.765 -1.269
H 3.699 5.046 -1.829
H 2.331 4.626 -0.889
H 3.949 4.455 -0.213
H 5.159 1.465 -1.633
H 5.552 3.118 -1.139
H 5.292 2.834 -2.819
O -0.299 -6.013 -1.140
P 0.004 -5.576 0.231
N -0.598 -3.958 0.681
C -2.074 -3.792 0.727
C 0.068 -2.744 0.250
N 1.672 -5.453 0.593
C 2.695 -5.789 -0.409
C 2.262 -5.495 1.962
N -0.706 -6.655 1.431
C -0.400 -6.669 2.934
C -1.697 -7.575 1.042
H -2.457 -4.638 1.299
H -2.429 -3.827 -0.302
H -2.441 -2.855 1.145
H 0.384 -2.940 -0.774
H 0.903 -2.460 0.891
H -0.646 -1.934 0.107
H 3.113 -6.763 -0.155
H 2.267 -5.796 -1.412
H 3.416 -4.972 -0.443
H 2.438 -6.517 2.297
H 3.208 -4.954 2.001
H 1.584 -4.969 2.634
H 0.537 -7.213 3.055
H -0.467 -5.647 3.307
H -1.202 -7.165 3.481
H -1.179 -8.533 0.986
H -2.143 -7.235 0.107
H -2.447 -7.606 1.832
O -2.305 2.965 -2.123
P -3.439 2.110 -2.626
N -3.999 2.586 -4.185
C -3.414 3.815 -4.734
C -5.028 1.847 -4.986
N -4.837 2.177 -1.647
C -4.953 1.429 -0.441
C -5.555 3.380 -1.718
N -3.123 0.399 -2.782
C -1.898 -0.287 -2.235
C -4.105 -0.529 -3.276
H -2.340 3.714 -4.890
H -3.623 4.681 -4.106
H -3.692 4.089 -5.752
H -5.258 2.337 -5.932
H -5.908 1.809 -4.345
H -4.803 0.822 -5.280
H -5.844 1.612 0.160
H -5.023 0.381 -0.732
H -4.058 1.603 0.156
H -6.531 3.283 -1.244
H -4.886 4.098 -1.245
H -5.716 3.693 -2.750
H -1.411 -0.696 -3.120
H -1.305 0.381 -1.609
H -2.150 -1.106 -1.561
H -5.032 -0.032 -3.560
H -4.402 -1.289 -2.554
H -3.790 -0.993 -4.211
C 4.115 -1.378 1.422
C 5.131 -2.352 2.143
C 5.646 -3.531 1.276
C 6.662 -3.144 0.255
N 7.373 -2.807 -0.520
H 4.608 -1.105 0.489
H 3.927 -0.501 2.042
H 3.177 -1.819 1.084
H 4.570 -2.776 2.976
H 6.020 -1.912 2.594
H 4.804 -4.106 0.891
H 6.209 -4.130 1.992
C 0.607 4.349 3.452
C 1.207 2.985 3.284
C 2.412 2.860 2.309
C 3.678 3.631 2.639
N 4.656 4.203 2.958
H 1.358 5.103 3.688
H -0.246 4.421 4.126
H 0.171 4.706 2.518
H 0.480 2.280 2.882
H 1.572 2.658 4.258
H 2.160 3.181 1.298
H 2.679 1.814 2.155
C -0.452 0.002 5.484
C 0.126 -0.624 4.121
C 1.124 -1.770 4.407
C 2.429 -1.284 4.795
N 3.535 -0.902 5.020
H -0.971 -0.799 6.010
H -1.039 0.894 5.264
H 0.413 0.225 6.109
H 0.636 0.083 3.467
H -0.652 -1.056 3.492
H 1.168 -2.396 3.515
H 0.662 -2.399 5.167
C -3.620 3.087 3.368
C -2.886 3.596 2.191
N -2.340 4.006 1.284
H -4.590 2.664 3.106
H -3.724 3.939 4.038
H -3.064 2.263 3.817
C -1.738 6.077 -2.493
C -0.962 5.754 -1.344
N -0.364 5.438 -0.428
H -2.744 5.682 -2.353
H -1.395 5.693 -3.454
H -1.814 7.160 -2.582
C -3.343 -0.908 2.017
C -4.593 -1.681 1.985
N -5.587 -2.243 1.968
H -2.575 -1.517 2.493
H -3.360 -0.038 2.674
H -3.103 -0.552 1.016
```

The electronic energy comes out at -120886.5677 eV. As for the spin multiplicity: 4. Its charge is 0. The expectation value of S² is 3.75.

Results of the Löwdin charge analysis, in e, for atoms 1 through 8: 0.5242 -0.5967 -0.3635 0.6574 -0.2911 -0.1131 -0.0956 -0.2845


No. 2
C5H12O3 | the ωB97M-V functional and the def2-TZVPD basis

```
20
Properties=species:S:1:pos:R:3
C 2.977 -0.314 1.155
C 2.336 -0.422 -0.180
C 1.043 -0.010 -0.346
C 0.414 0.157 -1.569
C -1.045 0.312 -1.586
O -1.535 -0.838 -1.029
H 2.248 -0.364 1.969
H 3.638 0.551 1.271
H 3.647 -1.132 1.446
H 2.958 -0.831 -0.968
H 0.470 0.217 0.550
H 0.981 0.084 -2.490
H -1.306 1.209 -0.990
H -1.430 0.537 -2.587
H -2.424 -0.747 -0.534
H -3.812 -0.913 1.207
O -3.585 -0.431 0.401
H -1.486 1.228 2.094
H -2.487 0.597 1.047
O -1.601 1.110 1.142
```

As for the spin multiplicity: 1. Its relative energy (zero: lowest compared OMol25 entry of this formula, charge and spin) is 505.0 kJ/mol. Its charge is 0.

Results of the natural (NBO) charge analysis, in e, for atoms 1 through 8: -0.7041 0.1119 -0.3471 0.2462 -0.1744 -0.7250 0.2440 0.2660


No. 3
FHN6 | the ωB97M-V functional and the def2-TZVPD basis

```
8
Properties=species:S:1:pos:R:3
N -0.710 -0.812 1.873
N 0.987 1.742 -2.371
N 0.119 -0.037 1.839
N 1.102 2.290 -1.417
N 1.017 0.767 1.585
N 1.471 2.590 -0.287
F 1.053 3.833 0.237
H 1.915 0.774 1.988
```

As for the spin multiplicity: 1. Its relative energy (zero: lowest compared OMol25 entry of this formula, charge and spin) is 34.2 kJ/mol. Its charge is 0.

The molecule's natural (NBO) atomic charges, reported in e, are given here: -0.0761 0.0252 0.2521 0.1810 -0.5741 0.0123 -0.2165 0.3959


Number 1: F_max 7.36 eV/A. Number 2: F_max 1.59 eV/A. Number 3: F_max 2.87 eV/A.